Entry 1:
The following is a DFT calculation (the ωB97M-V functional and the def2-TZVPD basis) of a structure of composition H28NaO18S.

```
48
Properties=species:S:1:pos:R:3
Na 1.4292 -1.0363 -3.2583
S 0.1943 0.0974 -0.1970
O 0.6055 0.9803 0.9112
O 0.3580 -1.3403 0.1515
O -1.2089 0.4109 -0.5422
O 1.1089 0.3858 -1.3481
O -1.7212 0.8585 -3.1393
H -1.3779 0.6249 -2.2466
H -1.7477 1.8178 -3.1493
O 1.0881 -2.5457 2.4497
H 1.1504 -3.4993 2.3519
H 0.7593 -2.1987 1.5887
O 1.1160 2.1070 -3.5137
H 0.6802 2.9590 -3.4361
H 0.9213 1.6572 -2.6733
O -3.1312 2.0152 0.7718
H -2.5028 1.3938 0.3554
H -3.5698 2.4438 0.0300
O 2.7852 -0.0646 2.3871
H 2.5306 -0.9767 2.5713
H 2.0225 0.3143 1.9104
O 3.7332 1.5106 -1.2463
H 3.6894 2.1933 -0.5624
H 2.8573 1.1036 -1.2402
O -3.1881 -1.3664 1.9441
H -2.4316 -0.7915 2.1293
H -2.8552 -2.0823 1.3830
O -3.7920 -0.6444 -1.2651
H -3.7694 -0.9819 -0.3601
H -2.9629 -0.1483 -1.3431
O 2.9636 -1.9997 -1.0334
H 2.1886 -1.6800 -0.5436
H 2.9588 -2.9521 -0.8986
O -0.2519 -2.4662 -2.3611
H -1.1438 -2.2098 -2.6316
H -0.2070 -2.2257 -1.4146
O -1.6985 -3.4991 0.7675
H -1.3775 -4.3567 0.4734
H -0.8998 -2.9527 0.8238
O 3.0027 3.2627 0.8366
H 3.0204 3.7885 1.6403
H 2.1446 2.8147 0.8559
O -0.4988 0.0754 3.3177
H 0.0074 -0.7460 3.3191
H -0.1806 0.5776 2.5427
O -0.7488 3.4823 0.9799
H -1.7042 3.2896 0.9949
H -0.3461 2.6003 0.9167
```

Summary:
LUMO   1.347 eV
Charge   -1
Energy relative to the best compared isomer or geometry (same formula, charge and spin)   0.0 kJ/mol

=====

Entry 2:
The following is a DFT calculation (the ωB97M-V functional and the def2-TZVPD basis) of a cluster of 14 separate species, H28O14 in total.

```
42
Properties=species:S:1:pos:R:3
H 0.5506 1.4141 -0.6041
H -0.0695 0.0106 -0.2305
H -2.3452 5.8092 -0.3151
H -0.9159 5.6070 -0.1729
H 1.7305 0.0479 -1.8977
H 2.0652 1.5216 -1.6728
H 1.3468 -3.0181 2.1272
H 0.2292 -1.9445 2.0246
H -0.2105 2.8223 -0.2640
H -1.6327 2.7571 -0.6409
H 5.3320 -0.8998 -1.2201
H 3.9249 -1.1590 -1.1426
H 4.3109 2.2229 -0.1274
H 5.0473 1.4144 -1.0411
H 0.2620 -4.4667 -0.1801
H 0.3708 -2.9784 0.0593
H -1.6393 -2.7783 0.8023
H -1.2975 -1.3207 0.4518
H -1.1614 -2.6664 -1.5440
H -2.2541 -2.5927 -2.7056
H -2.6345 0.0203 1.4817
H -3.7370 0.4945 2.4427
H 4.9506 0.5121 2.4880
H 3.5506 0.4324 2.1095
H -4.6946 3.2910 -0.6256
H -3.7390 2.4336 0.4265
H -3.7879 -3.8894 -0.0202
H -2.3312 -4.1703 -0.4403
O -0.1879 0.9779 -0.3359
O -1.5592 6.2674 -0.0791
O 1.3700 0.9396 -1.9850
O 1.0978 -2.0732 2.4448
O -1.1379 2.6793 0.1638
O 4.6180 -1.4033 -1.6743
O 5.1179 2.2601 -0.6881
O 0.9350 -3.7425 -0.0694
O -1.8960 -2.0376 0.2162
O -2.0021 -3.0743 -1.9220
O -3.4459 -0.2310 1.7880
O 4.1130 0.5396 2.9035
O -4.2489 2.4295 -0.3619
O -2.9264 -3.3973 -0.3467
```

Summary:
LUMO   -0.965 eV
Charge   0
Energy relative to the best compared isomer or geometry (same formula, charge and spin)   1151.8 kJ/mol

=====

Entry 3:
The following is a DFT calculation (the ωB97M-V functional and the def2-TZVPD basis) of a cluster of 14 separate species, H28O14 in total.

```
42
Properties=species:S:1:pos:R:3
H 0.2190 0.6678 0.5055
H 1.0871 0.1110 -0.4805
H -1.2284 3.0690 1.8224
H -1.6431 3.2791 3.3902
H -2.8089 1.8284 2.3119
H -2.8456 0.4756 1.7790
H 4.6786 -1.8448 0.0047
H 5.8310 -1.7967 -1.0580
H -1.6293 0.1838 -4.3988
H -2.7048 -0.5629 -3.8737
H 0.3889 -3.1771 2.0720
H -0.1942 -3.8428 0.8354
H -2.2984 -2.1197 0.4818
H -1.3846 -1.1020 -0.2069
H -3.2852 -2.1494 -1.9744
H -2.2984 -3.2728 -2.4390
H 3.1279 -0.9343 3.8479
H 1.8046 -0.0825 3.9437
H 4.6443 2.8373 0.6949
H 3.6397 1.5838 1.1325
H 2.8614 3.4471 -3.1836
H 1.9580 2.3965 -2.8602
H -2.1688 4.5318 -0.5335
H -1.9461 3.0816 -0.5040
H 3.5047 -1.6757 -1.5417
H 3.3423 -3.1675 -1.2760
H -4.3343 -0.4125 -0.3867
H -4.5552 -1.3425 0.7239
O 0.1046 0.0739 -0.2483
O -0.9804 3.4248 2.7505
O -2.8942 0.9410 2.6388
O 5.5493 -1.4238 -0.2382
O -2.2515 0.2465 -3.6271
O -0.2796 -3.8950 1.7881
O -1.3883 -1.9548 0.1970
O -2.7817 -2.8367 -1.6947
O 2.2427 -0.8512 3.4681
O 4.0114 2.1666 0.3697
O 2.1834 3.3009 -2.5648
O -1.6656 3.8950 -1.0134
O 2.9538 -2.4242 -1.8796
O -5.0241 -0.6640 0.2004
```

Summary:
LUMO   -0.306 eV
Charge   0
Energy relative to the best compared isomer or geometry (same formula, charge and spin)   505.2 kJ/mol

=====

Entry 4:
The following is a DFT calculation (the ωB97M-V functional and the def2-TZVPD basis) of a structure of composition H28O14.

```
42
Properties=species:S:1:pos:R:3
O 2.5579 0.5445 -0.1579
H 3.3239 0.9085 0.2701
H 1.9209 1.0975 -0.2119
O -3.1691 1.0145 0.7021
H -4.0441 1.2525 0.7301
H -3.1751 0.2735 0.1111
O -0.0581 -0.4265 0.3491
H -0.4431 0.1025 -0.5289
H 0.8069 -0.6395 0.0651
O -2.2621 -0.0995 2.9821
H -2.6581 0.2485 2.1581
H -1.4131 -0.4405 2.9081
O -1.2771 -1.0035 -2.7459
H -1.1711 -0.1155 -2.8459
H -1.7691 -1.4445 -3.5719
O -1.3521 3.1375 0.1501
H -1.4841 3.2705 -0.9019
H -1.9081 2.4025 0.4601
O -3.5621 -0.6035 -1.0969
H -2.9181 -0.8995 -1.7939
H -3.7881 -1.3915 -0.4989
O 1.3979 -1.1045 -3.1509
H 0.4829 -1.0205 -2.9199
H 1.5489 -0.1545 -3.4189
O 2.9339 -0.9275 3.0421
H 2.8749 -0.7955 4.0131
H 2.0569 -0.5715 2.6861
O 1.5059 2.6405 0.3371
H 1.7119 2.5765 1.2801
H 0.4789 2.7305 0.0901
O 1.2919 -3.6435 1.0501
H 2.0969 -4.1595 1.0671
H 1.2429 -2.7755 0.6501
O 0.4369 -0.5925 3.0031
H 0.6399 0.2255 3.2891
H 0.3439 -0.4815 2.1541
O 1.5299 -1.3745 -0.4869
H 2.3119 -0.7095 -0.2769
H 1.6249 -1.2715 -1.4839
O 0.1729 1.1055 -2.3729
H 0.0059 1.9595 -2.7179
H 1.1529 1.1575 -2.3659
```

Summary:
LUMO   -0.853 eV
Charge   0
Energy relative to the best compared isomer or geometry (same formula, charge and spin)   731.8 kJ/mol

=====

Entry 5:
The following is a DFT calculation (the ωB97M-V functional and the def2-TZVPD basis) of a cluster of 14 separate species, H28O14 in total.

```
42
Properties=species:S:1:pos:R:3
O -3.3650 -3.6444 -0.2757
H -3.4813 -2.6907 -0.3730
H -3.6521 -3.7521 0.5994
O 1.5507 0.5813 4.2048
H 1.9476 1.1463 3.5359
H 0.9165 1.1339 4.7552
O -0.0373 -2.5354 -3.6612
H 0.1333 -1.9171 -2.8833
H -0.7114 -3.0055 -3.2922
O -1.0122 3.6060 1.2337
H -0.5299 4.1945 0.6513
H -0.4817 2.7521 1.2396
O 1.4261 3.9734 -0.0334
H 1.2421 3.5398 0.8526
H 2.1930 4.4978 -0.1751
O 1.3909 1.1678 -1.7791
H 1.7034 1.7620 -2.3249
H 2.0911 0.5525 -1.6482
O -5.1910 0.1064 -1.6114
H -4.9960 0.9755 -2.0828
H -5.4649 0.4765 -0.7626
O 4.6281 -0.9646 0.0592
H 4.6043 -0.4533 0.8188
H 5.1542 -0.5252 -0.6497
O 2.5544 -2.7977 -0.4208
H 3.5754 -2.9888 -0.2984
H 2.5686 -2.2525 -1.1921
O -2.5438 -0.0743 -1.5219
H -2.5657 -1.0694 -1.6169
H -3.4845 0.2036 -1.7251
O -0.9711 -1.8331 -0.2175
H -0.0624 -1.5202 -0.2288
H -0.9719 -2.7586 -0.1161
O 0.2135 1.2850 2.0369
H -0.4849 1.1602 1.3844
H -0.0361 0.8689 2.8882
O -0.7588 1.7045 -0.6669
H -1.3856 0.9795 -0.9946
H 0.0793 1.3647 -1.0079
O 1.8147 -1.2767 2.4287
H 1.1164 -0.8683 1.6876
H 1.2844 -1.1045 3.1830
```

Summary:
LUMO   -0.058 eV
Charge   0
Energy relative to the best compared isomer or geometry (same formula, charge and spin)   440.1 kJ/mol

=====

Entry 6:
The following is a DFT calculation (the ωB97M-V functional and the def2-TZVPD basis) of a cluster of 14 separate species, H28O14 in total.

```
42
Properties=species:S:1:pos:R:3
O 1.2198 -0.7861 -3.0072
H 0.3255 -0.7221 -2.6440
H 1.1974 -0.4945 -3.9192
O 0.4890 0.3614 0.0527
H 0.4386 -0.5417 -0.1672
H -0.0344 0.5968 0.8171
O 1.0110 2.6320 3.9032
H 0.3802 2.2411 3.2824
H 0.8210 3.5990 3.8192
O 2.6889 1.0179 -1.8021
H 2.3279 0.2403 -2.2115
H 3.4684 0.6911 -1.2878
O 2.1063 0.3699 2.3747
H 1.6647 0.6088 1.5389
H 2.9285 0.8472 2.3398
O -1.5453 -0.5939 -2.4005
H -1.8364 -0.6728 -1.4581
H -1.8416 -1.4381 -2.7260
O 0.2763 -3.6441 -2.5790
H 0.4145 -3.0567 -1.8006
H 0.7535 -3.1269 -3.2044
O 0.0250 -1.2619 2.9216
H 0.2373 -2.0558 2.4518
H 0.8348 -0.7222 2.8769
O -0.2877 2.3495 -1.5433
H -0.1044 2.2706 -2.5032
H 0.0679 1.5776 -1.0567
O -0.7741 1.5065 2.1384
H -0.9756 2.3450 1.7405
H -1.6181 1.1734 2.5000
O -0.4297 3.8108 0.7590
H -0.7016 4.6216 0.3728
H -0.3070 3.2436 0.0413
O -2.2216 -3.1632 -0.2377
H -1.9728 -2.2341 -0.0226
H -2.9883 -3.3587 0.2796
O -2.6527 -0.3199 0.1477
H -3.3958 0.1701 -0.2158
H -2.9118 -0.8276 0.9495
O 0.7119 -2.2745 -0.4656
H 1.6834 -2.0795 -0.3422
H 0.5270 -2.8999 0.2875
```

Summary:
LUMO   -0.332 eV
Charge   0
Energy relative to the best compared isomer or geometry (same formula, charge and spin)   142.5 kJ/mol

=====

| no. | F_max (eV Å⁻¹) | HOMO energy (eV) | orbital gap (eV) |
| --- | --- | --- | --- |
| 1 | 1.830 | -7.38 | 8.726 |
| 2 | 13.809 | -9.07 | 8.107 |
| 3 | 4.876 | -10.12 | 9.811 |
| 4 | 10.804 | -9.35 | 8.494 |
| 5 | 7.115 | -9.81 | 9.755 |
| 6 | 2.946 | -10.31 | 9.978 |